Molecular formula: C79H183N3O12P4
Method: DFT, wB97M-V/def2-TZVPD

Atoms and positions in Å:
1 C 4.21 -4.05 -2.49
2 C 4.47 -2.72 -1.72
3 C 4.26 -1.63 -2.68
4 O 2.82 -1.61 -3.10
5 C 2.51 -0.28 -3.49
6 N 3.62 -2.42 -0.47
7 H 3.14 -3.29 -0.08
8 H 4.26 -1.99 0.25
9 H 2.96 -1.65 -0.57
10 H 4.87 -4.01 -3.32
11 H 3.18 -4.16 -2.82
12 H 4.54 -4.87 -1.89
13 H 5.54 -2.71 -1.38
14 H 4.92 -1.73 -3.54
15 H 4.37 -0.66 -2.21
16 H 2.92 0.36 -2.68
17 H 1.39 -0.20 -3.54
18 H 2.79 0.01 -4.48
19 C -6.16 -0.45 -0.35
20 C -5.99 0.21 -1.70
21 C -7.17 0.14 -2.70
22 O -6.99 -1.02 -3.47
23 C -8.14 -1.50 -4.15
24 N -5.53 1.58 -1.47
25 H -4.17 1.36 -1.35
26 H -5.50 2.13 -2.29
27 H -6.01 2.11 -0.74
28 H -6.37 -1.52 -0.35
29 H -7.03 0.04 0.11
30 H -5.23 -0.28 0.21
31 H -5.13 -0.36 -2.16
32 H -7.15 1.10 -3.39
33 H -8.19 0.09 -2.29
34 H -9.00 -1.77 -3.47
35 H -7.77 -2.44 -4.67
36 H -8.49 -0.73 -4.89
37 C 5.03 16.24 8.45
38 C 4.94 16.88 7.14
39 C 3.50 17.07 6.68
40 O 3.58 17.87 5.51
41 C 2.34 18.27 4.98
42 N 5.70 18.17 7.05
43 H 6.65 17.95 7.34
44 H 5.69 18.44 6.07
45 H 5.45 18.91 7.68
46 H 6.03 15.85 8.61
47 H 4.44 15.35 8.51
48 H 4.66 16.93 9.26
49 H 5.42 16.23 6.38
50 H 2.95 17.55 7.49
51 H 3.03 16.11 6.55
52 H 1.99 19.17 5.62
53 H 1.68 17.45 4.95
54 H 2.59 18.58 3.94
55 C 7.09 -3.91 0.87
56 C 7.20 -4.74 2.12
57 C 5.92 -4.79 3.02
58 C 6.25 -5.41 4.34
59 P 4.96 -5.62 5.50
60 C 3.87 -4.20 5.75
61 C 4.49 -2.89 6.48
62 C 5.63 -2.11 5.86
63 C 5.97 -0.98 6.78
64 C 3.90 -6.92 4.83
65 C 2.65 -7.42 5.56
66 C 2.96 -8.75 6.30
67 C 1.77 -9.26 7.12
68 C 5.68 -6.22 7.07
69 C 6.34 -5.16 7.94
70 C 7.30 -5.72 8.95
71 C 6.77 -6.69 9.97
72 H 6.30 -4.35 0.25
73 H 8.08 -3.82 0.36
74 H 6.80 -2.87 1.06
75 H 8.01 -4.25 2.66
76 H 7.59 -5.70 1.73
77 H 5.13 -5.36 2.50
78 H 5.41 -3.81 3.09
79 H 6.85 -4.67 4.89
80 H 6.78 -6.37 4.21
81 H 3.04 -4.56 6.32
82 H 3.41 -4.03 4.76
83 H 4.77 -3.19 7.51
84 H 3.69 -2.22 6.69
85 H 5.25 -1.76 4.89
86 H 6.61 -2.60 5.67
87 H 6.55 -0.24 6.23
88 H 6.46 -1.40 7.61
89 H 5.09 -0.40 7.17
90 H 4.58 -7.78 4.72
91 H 3.66 -6.47 3.87
92 H 1.79 -7.58 4.91
93 H 2.23 -6.63 6.25
94 H 3.81 -8.55 6.96
95 H 3.44 -9.40 5.56
96 H 1.62 -8.86 8.11
97 H 1.97 -10.30 7.23
98 H 0.85 -9.01 6.57
99 H 6.45 -6.93 6.71
100 H 4.91 -6.77 7.62
101 H 5.59 -4.53 8.41
102 H 6.80 -4.41 7.33
103 H 7.73 -4.91 9.50
104 H 8.07 -6.14 8.26
105 H 5.92 -6.22 10.43
106 H 7.53 -6.79 10.74
107 H 6.52 -7.69 9.58
108 C -2.07 -3.33 0.11
109 C -1.94 -1.88 0.40
110 C -0.46 -1.41 0.43
111 C -0.21 0.09 0.63
112 P -0.07 0.92 2.20
113 C 0.97 2.32 1.67
114 C 1.16 3.38 2.71
115 C 1.76 4.71 2.20
116 C 1.96 5.76 3.29
117 C -1.64 1.56 2.76
118 C -2.90 0.78 2.61
119 C -4.13 1.66 2.99
120 C -5.49 0.85 3.17
121 C 0.69 -0.23 3.39
122 C -0.34 -1.22 4.04
123 C 0.26 -2.27 5.00
124 C -0.61 -3.34 5.53
125 H -1.45 -3.81 0.88
126 H -1.83 -3.63 -0.95
127 H -3.08 -3.67 0.37
128 H -2.37 -1.66 1.37
129 H -2.53 -1.26 -0.31
130 H -0.07 -1.76 -0.57
131 H 0.09 -1.94 1.19
132 H -0.94 0.70 0.14
133 H 0.72 0.39 0.15
134 H 0.47 2.68 0.71
135 H 1.89 1.97 1.30
136 H 1.91 2.92 3.40
137 H 0.26 3.74 3.26
138 H 1.17 5.03 1.39
139 H 2.74 4.53 1.71
140 H 2.56 5.23 4.07
141 H 1.04 6.00 3.81
142 H 2.36 6.68 2.81
143 H -1.78 2.48 2.19
144 H -1.49 1.86 3.79
145 H -2.94 -0.06 3.26
146 H -2.90 0.51 1.55
147 H -4.33 2.40 2.23
148 H -4.00 2.21 3.92
149 H -5.41 -0.07 3.71
150 H -5.89 0.59 2.20
151 H -6.28 1.42 3.68
152 H 1.24 0.29 4.15
153 H 1.41 -0.77 2.75
154 H -0.97 -1.69 3.25
155 H -1.01 -0.52 4.52
156 H 0.63 -1.75 5.93
157 H 1.18 -2.75 4.60
158 H 0.03 -4.19 5.89
159 H -1.30 -3.66 4.77
160 H -1.22 -3.11 6.39
161 C -0.79 -6.87 -2.87
162 C -0.57 -7.67 -4.15
163 C -1.78 -7.82 -5.01
164 C -2.33 -6.54 -5.68
165 P -3.83 -6.86 -6.68
166 C -3.37 -7.96 -8.02
167 C -2.21 -7.57 -8.89
168 C -2.01 -8.50 -10.14
169 C -2.92 -8.14 -11.34
170 C -5.25 -7.37 -5.68
171 C -5.40 -6.45 -4.44
172 C -6.46 -7.13 -3.48
173 C -6.02 -8.47 -2.81
174 C -4.36 -5.31 -7.51
175 C -5.73 -5.41 -8.26
176 C -6.37 -4.03 -8.38
177 C -6.96 -3.55 -7.04
178 H -0.87 -5.78 -2.97
179 H -0.06 -7.08 -2.10
180 H -1.77 -7.17 -2.42
181 H -0.19 -8.63 -3.83
182 H 0.27 -7.24 -4.70
183 H -2.52 -8.12 -4.30
184 H -1.59 -8.53 -5.85
185 H -1.53 -6.14 -6.32
186 H -2.40 -5.70 -4.96
187 H -4.22 -8.04 -8.66
188 H -3.17 -8.88 -7.51
189 H -1.31 -7.52 -8.29
190 H -2.37 -6.54 -9.25
191 H -2.16 -9.56 -9.81
192 H -1.04 -8.34 -10.53
193 H -2.76 -7.07 -11.64
194 H -3.93 -8.40 -11.18
195 H -2.59 -8.81 -12.12
196 H -5.13 -8.40 -5.39
197 H -6.18 -7.17 -6.26
198 H -5.75 -5.41 -4.71
199 H -4.47 -6.39 -3.89
200 H -7.26 -7.36 -4.15
201 H -6.85 -6.37 -2.79
202 H -6.71 -8.93 -2.17
203 H -5.11 -8.22 -2.21
204 H -5.72 -9.15 -3.54
205 H -3.60 -4.97 -8.24
206 H -4.42 -4.51 -6.76
207 H -6.36 -6.16 -7.83
208 H -5.48 -5.76 -9.33
209 H -7.12 -4.14 -9.19
210 H -5.63 -3.32 -8.78
211 H -7.75 -4.26 -6.75
212 H -7.32 -2.54 -7.05
213 H -6.26 -3.59 -6.13
214 C 0.87 11.00 -3.39
215 C 1.78 9.79 -3.63
216 C 1.00 8.43 -3.71
217 C 0.01 8.32 -2.53
218 P -0.95 6.81 -2.65
219 C -0.03 5.47 -3.40
220 C 0.19 5.57 -4.95
221 C 0.64 4.19 -5.56
222 C 1.89 3.62 -4.95
223 C -1.47 6.51 -0.92
224 C -2.53 7.38 -0.32
225 C -2.92 6.95 1.08
226 C -3.38 5.49 1.38
227 C -2.38 7.15 -3.71
228 C -3.31 5.98 -4.01
229 C -4.66 6.40 -4.65
230 C -5.76 5.27 -4.45
231 H 0.03 11.03 -4.13
232 H 1.57 11.84 -3.40
233 H 0.53 10.86 -2.35
234 H 2.40 9.65 -2.74
235 H 2.45 9.85 -4.48
236 H 1.79 7.67 -3.75
237 H 0.46 8.46 -4.64
238 H -0.57 9.28 -2.57
239 H 0.50 8.38 -1.56
240 H -0.62 4.57 -3.10
241 H 0.88 5.27 -2.85
242 H 0.93 6.31 -5.17
243 H -0.72 5.99 -5.43
244 H 0.77 4.23 -6.66
245 H -0.28 3.57 -5.47
246 H 2.85 4.08 -5.22
247 H 1.98 2.66 -5.44
248 H 1.91 3.40 -3.88
249 H -0.55 6.48 -0.31
250 H -1.74 5.46 -0.88
251 H -3.41 7.49 -0.98
252 H -2.14 8.40 -0.34
253 H -3.76 7.61 1.32
254 H -2.11 7.22 1.78
255 H -2.56 4.76 1.24
256 H -4.10 5.18 0.59
257 H -3.76 5.35 2.39
258 H -2.10 7.63 -4.65
259 H -2.91 8.02 -3.17
260 H -3.51 5.48 -3.09
261 H -2.89 5.17 -4.62
262 H -4.61 6.66 -5.71
263 H -5.00 7.34 -4.25
264 H -5.54 4.28 -4.84
265 H -6.71 5.44 -4.93
266 H -5.99 5.06 -3.44
267 O 1.55 -4.85 3.19
268 C 2.14 -3.93 2.21
269 O 2.29 -4.42 1.09
270 O 2.39 -2.82 2.72
271 H 1.49 -5.65 2.70
272 O -1.15 2.00 -2.26
273 C -2.41 2.28 -1.75
274 O -2.88 3.39 -1.78
275 O -3.04 1.19 -1.40
276 H -1.02 1.03 -2.27
277 O 3.91 0.98 2.35
278 C 4.02 0.04 1.29
279 O 3.19 0.27 0.40
280 O 4.84 -0.95 1.40
281 H 4.59 0.50 2.87

- Charge: +4
- Highest occupied orbital energy: -14.1 eV
- Lowest unoccupied orbital energy: -5.38 eV